The following is a quantum chemistry calculation of C33H77AlBrF6N11O11P as an isolated structure in a non-equilibrium geometry, from OMol25.

Structure (XYZ):
```
141
Properties=species:S:1:pos:R:3:forces:R:3:mulliken_charge:R:1
Al 1.94399 -2.14409 -2.77456 -1.2165 0.6891 1.1019 1.180
P 2.55787 -4.24346 0.42112 -0.7713 -0.0227 0.3635 1.223
F 2.80624 -3.72796 1.90885 1.0737 0.7897 0.0764 -0.321
F 3.39535 -5.58422 0.67398 0.5581 0.8002 -0.8034 -0.362
F 1.29404 -5.02681 1.05567 -1.0152 -0.0024 -0.9012 -0.335
F 2.14798 -4.64502 -1.10682 0.1990 -0.5298 -0.1653 -0.319
F 1.58744 -2.89754 0.14677 0.3399 -0.0190 0.1098 -0.349
F 3.82157 -3.39347 -0.20929 -0.4130 -0.5950 0.7003 -0.299
Br 0.38482 0.07173 -0.50152 0.2389 -0.6507 -0.5363 0.175
C 6.53310 -1.37353 -0.98778 -1.5936 0.9313 0.5879 -1.375
C 5.31924 -0.42647 -0.95448 -2.0342 -0.9096 -0.0656 0.579
O 4.30196 -0.64663 -1.64562 0.3451 -0.0059 -0.4642 -0.322
N 5.22983 0.56115 -0.04796 0.8118 0.2087 0.2567 0.107
C 4.19015 1.59925 0.01129 -0.0219 0.1573 -0.2331 -0.864
H 6.11964 -2.28443 -1.42068 0.5974 0.1431 -0.4405 0.275
H 6.76186 -1.62413 0.04807 0.4372 0.1686 -0.0286 0.411
H 7.33940 -0.85127 -1.50278 0.1485 -0.5739 -0.0530 0.395
H 6.10328 0.74631 0.42417 -0.1588 0.2851 0.1152 0.274
H 4.09667 2.00859 1.01717 0.5000 0.0014 0.0593 0.266
H 3.17608 1.27008 -0.21545 0.3496 -0.7531 -0.2585 -0.274
H 4.41161 2.40748 -0.68573 0.0786 0.1497 0.1268 0.638
C -1.27403 -5.84381 -2.86295 -0.9486 -0.0283 1.1625 -1.125
C -1.18038 -4.66674 -1.89540 0.8908 -1.5068 -3.0503 0.681
O -0.51720 -3.71728 -2.24621 1.5594 2.5028 -0.2802 -0.528
N -1.79243 -4.71813 -0.76289 -2.0372 -0.5549 2.6718 -0.040
C -1.71439 -3.71509 0.25850 0.6266 0.8172 0.7294 -0.096
H -1.92079 -6.57833 -2.38308 0.2862 -0.5389 -0.2476 0.393
H -0.26769 -6.22331 -3.04003 -0.2023 -0.0371 -0.0527 0.249
H -1.78338 -5.55878 -3.78351 0.3196 0.2052 -0.0205 0.236
H -2.46365 -5.44002 -0.54281 0.4102 -0.2292 -0.4649 0.302
H -2.35278 -3.99161 1.09760 -0.1026 0.0658 -0.2084 0.351
H -1.95197 -2.71248 -0.09709 -0.3839 -0.0241 -0.2232 -0.179
H -0.70367 -3.60416 0.65123 0.1594 -0.3414 -0.1320 -0.232
C -6.46833 -0.65313 4.56861 0.7372 -1.4239 -0.8310 -0.697
C -5.18725 0.05756 4.96668 -1.3500 1.7255 1.3453 0.912
O -5.22143 1.07579 5.63573 -0.1216 0.4807 0.1976 -0.673
N -4.05411 -0.47709 4.55233 0.7164 -1.2736 -1.4665 0.086
C -2.69879 0.02174 4.69339 -0.6451 0.1367 0.7309 -0.811
H -7.05995 -1.06042 5.38849 -0.0487 0.8105 0.1791 0.347
H -6.16442 -1.56309 4.05122 -0.0357 -0.2631 -0.2248 0.005
H -7.03990 -0.10810 3.81737 -0.1483 0.3713 0.5109 0.259
H -4.20798 -1.29192 3.97572 0.6621 -0.0489 0.0419 0.053
H -2.71328 1.00327 5.16721 -0.1110 -0.1184 0.1037 0.428
H -2.18772 0.13747 3.73761 -0.0702 -0.2412 -0.1581 -0.095
H -2.18477 -0.68935 5.34010 0.4759 0.2006 -0.0932 0.392
C -1.59480 -3.10887 -6.02140 -0.0864 -1.5920 -0.7069 -1.293
C -1.43683 -2.03827 -5.04424 2.8656 -0.0031 0.5014 0.830
O -0.32796 -1.79129 -4.55289 0.3150 0.0055 0.4551 -0.427
N -2.48811 -1.32342 -4.78502 -3.5128 2.4696 0.7644 -0.130
C -2.66984 -0.21813 -3.80553 0.8336 -1.0303 0.3984 -0.644
H -2.63690 -3.30924 -6.27033 0.1234 0.1274 -0.3953 0.405
H -1.19529 -4.03821 -5.61544 0.0051 0.0442 0.2992 0.227
H -0.95036 -2.93622 -6.88337 -0.3444 0.2539 -0.1844 0.284
H -3.32418 -1.50183 -5.32284 0.1981 -0.2489 0.0613 0.235
H -3.37231 0.55494 -4.11700 0.3255 -0.1129 -0.6041 0.387
H -1.69206 0.17244 -3.52357 -0.0290 0.1309 -0.3621 -0.118
H -3.08447 -0.60996 -2.87674 -0.0561 -0.2943 0.0581 0.364
C -2.68103 6.30825 -1.64612 -1.3745 -0.8194 0.4997 -1.232
C -1.71966 5.33870 -2.26513 0.6464 2.3823 0.2056 0.732
O -0.59073 5.81178 -2.40564 0.1214 -1.2567 -0.6915 -0.777
N -2.13038 4.10421 -2.57576 0.7478 -0.0590 -0.3419 -0.088
C -1.25529 3.08362 -3.22164 -1.3908 0.7172 0.3209 -0.118
H -2.59802 6.18650 -0.56613 0.1479 0.1485 0.1486 0.251
H -3.71174 6.02880 -1.86438 -0.2136 0.2501 -0.1166 0.397
H -2.50142 7.35589 -1.88751 0.2222 -0.3810 -0.2154 0.338
H -3.12184 3.95380 -2.45539 0.2561 -0.3409 -0.1886 0.228
H -1.56833 2.16466 -2.72607 0.7883 -0.2223 -0.2891 -0.276
H -0.20025 3.34647 -3.14475 -0.2049 -0.0871 0.5498 -0.110
H -1.46522 3.04655 -4.29059 -0.1661 -0.1700 -0.0398 0.525
C 3.02958 2.34220 -4.12803 -1.2648 -0.2320 -0.4258 -0.436
C 1.89866 1.43813 -4.67925 2.4816 -0.3578 2.3262 0.373
O 1.47317 0.49515 -4.01771 -0.4679 -0.7822 0.7688 -0.580
N 1.45282 1.71046 -5.86097 -0.0966 1.2355 -3.2950 -0.110
C 0.41246 0.99712 -6.54835 -1.2904 -0.5158 0.7071 -0.682
H 3.39899 3.01126 -4.90519 0.2343 -0.0350 0.1622 0.421
H 3.81751 1.77181 -3.63616 -0.1510 -0.0644 -0.2089 0.098
H 2.51959 2.94201 -3.37421 0.2263 0.2152 0.1964 -0.095
H 1.97013 2.35912 -6.43693 -0.0536 0.1245 0.3634 0.262
H -0.53427 1.28804 -6.09319 -0.2832 0.0433 -0.0441 0.154
H 0.46678 -0.07320 -6.34942 0.3120 -0.0438 -0.2528 0.140
H 0.32058 1.23207 -7.60876 0.5433 0.0045 0.1657 0.410
C 3.17395 6.55419 -2.56744 -0.6240 -0.6244 1.2997 -1.112
C 2.94676 5.40334 -1.52452 0.3982 0.4480 -1.7245 0.707
O 3.90891 4.88400 -1.00379 1.0405 -0.5345 0.6235 -0.654
N 1.70355 5.00401 -1.25860 -0.6866 -0.5685 -0.9767 0.122
C 1.34205 3.84914 -0.46963 0.0845 0.8389 0.7812 0.171
H 2.24459 6.98089 -2.94465 0.0179 0.1238 0.2086 0.263
H 3.78517 6.26868 -3.42359 0.0724 -0.3615 0.3182 0.286
H 3.73412 7.25054 -1.94342 -0.0372 0.4322 -0.4565 0.345
H 0.90547 5.31589 -1.79328 0.2251 0.6728 -0.2941 0.355
H 1.05333 4.31123 0.47442 -0.1403 -0.8157 0.5957 0.494
H 2.13653 3.11706 -0.32489 -0.0024 0.3074 -0.1234 -0.585
H 0.46611 3.37407 -0.91136 0.0169 -0.0798 -0.0295 -0.144
C -6.06371 -2.94555 1.42879 0.4194 0.6139 -0.3137 -1.428
C -4.81151 -2.08938 1.61779 0.2709 -1.8343 2.0178 0.805
O -3.98842 -2.32942 2.50164 0.3050 -0.3199 -0.1476 -0.895
N -4.66101 -1.08561 0.78461 -0.6300 0.5836 -1.7739 0.040
C -3.54525 -0.17811 0.67620 -0.1121 1.0028 0.1608 -0.332
H -5.80062 -3.78457 0.78464 -0.1103 0.1620 -0.3546 0.315
H -6.77936 -2.26182 0.97222 -0.4923 -0.6017 -0.1441 0.454
H -6.47947 -3.41371 2.32102 0.3230 0.5131 0.2084 0.341
H -5.38819 -1.06605 0.08394 0.2891 0.4729 -0.1125 0.229
H -3.90900 0.73800 0.21089 -0.2039 -0.0172 -0.0374 0.444
H -2.70162 -0.48274 0.05685 0.0187 -0.6036 0.1361 0.032
H -3.19700 0.14013 1.65881 0.0632 -0.3637 0.0528 -0.239
C 1.24390 1.70942 2.96482 -0.1809 0.2260 -0.3899 -0.264
C -0.11401 2.37957 2.89850 0.4529 1.0452 1.3155 0.230
O -0.48966 3.14034 3.78416 0.1119 -0.6139 -0.3545 -0.641
N -0.87190 2.22532 1.80115 0.3732 -1.1087 -1.3648 1.532
C -2.03889 2.98546 1.53109 -0.9904 0.1900 0.1541 -1.052
H 1.87825 2.48368 3.39636 0.1432 -0.4164 0.3311 0.416
H 1.66895 1.44240 1.99728 -0.2386 0.0114 -0.1668 -0.247
H 1.20135 0.79302 3.55347 0.1527 0.2493 0.3150 0.234
H -0.45205 1.78099 0.99717 0.3331 0.0182 0.0159 -1.145
H -2.63296 2.48537 0.76617 0.0589 -0.0734 0.0274 0.095
H -1.80238 3.97665 1.14418 0.0285 0.2354 0.2143 0.358
H -2.62752 3.04117 2.44679 -0.0609 0.3216 -0.1308 0.322
C 1.04469 -4.09260 4.66982 -0.1769 1.2906 -0.6467 -0.564
C -0.48043 -3.98910 4.51572 0.3203 -2.1996 2.5393 0.690
O -1.12872 -4.80481 5.19528 -0.1242 1.1988 -1.1858 -0.608
N -1.04479 -3.09567 3.68425 0.8152 0.7726 -0.2993 0.632
C -0.28406 -2.05138 2.99552 -0.7227 -0.6400 -0.6795 -0.710
H 1.46560 -4.44399 5.61188 -0.9505 -0.5423 -0.0051 0.387
H 1.47378 -3.09236 4.61041 0.2251 0.0586 -0.5651 0.071
H 1.34956 -4.72215 3.83387 0.4101 0.1270 0.0014 0.128
H -2.04833 -3.05970 3.57586 -0.1419 -0.2210 0.3000 0.005
H -0.95076 -1.75784 2.18469 0.0637 0.3077 -0.2315 -0.388
H 0.60362 -2.48307 2.53317 0.1367 0.2070 0.1921 -0.213
H -0.07888 -1.14562 3.56612 0.1369 -0.2241 0.3768 0.742
C 5.18197 1.04801 5.54524 0.3700 -0.6561 -2.3928 -1.096
C 4.27090 0.14272 4.67151 -0.2511 -0.3701 2.7222 0.674
O 3.35629 -0.45394 5.20949 -0.6340 -0.2510 0.1876 -0.593
N 4.47568 0.03129 3.36261 0.5860 0.1581 -1.6850 0.073
C 3.66506 -0.81382 2.48941 -0.4830 0.2027 -0.4430 -0.082
H 4.65944 2.00444 5.52762 0.3344 0.0882 0.7356 0.261
H 6.11124 1.12782 4.98119 0.2078 0.5883 -0.0834 0.319
H 5.52170 0.62131 6.48898 -0.9977 0.1017 0.0870 0.334
H 5.24579 0.54227 2.95524 -0.1390 -0.1724 0.0485 0.222
H 4.17997 -1.68025 2.07437 0.1996 -0.0178 0.4124 0.472
H 3.30672 -0.26000 1.62166 0.1770 0.2717 -0.0513 -0.215
H 2.74473 -1.14309 2.97177 0.4490 -0.0619 0.4265 -0.266
```
Positions in Å, forces in eV/Å.

Output
**Kohn-Sham gap**: 1.968 eV
**Net charge**: +1
**Calculated total energy**: -6490.505575 Ha